Run a
A single C6H13NOSi molecule, computed with the ωB97M-V functional and the def2-TZVPD basis.

**Total charge**: 0
**Orbital gap**: 9.4 eV

```
22
Properties=species:S:1:pos:R:3:mulliken_charge:R:1
Si 0.055 -0.376 -0.341 0.330
O 1.653 -2.362 0.619 -0.311
N 0.329 -1.801 0.694 -0.320
C -1.741 0.322 0.135 -0.619
C -2.548 0.926 -0.751 0.091
C -3.798 1.654 -0.355 -1.437
C 2.903 -0.410 -0.031 -0.525
C 1.776 0.610 -0.343 -0.727
C 2.573 -1.374 1.097 -0.414
H 3.435 -1.785 1.454 0.437
H 1.858 1.077 -1.375 0.332
H 1.688 1.522 0.341 0.319
H -1.948 0.311 1.111 0.468
H 3.750 0.088 0.321 0.315
H -4.614 1.415 -0.988 0.371
H 2.271 -0.759 1.996 0.270
H -2.343 1.154 -1.766 0.336
H -3.809 2.681 -0.126 0.342
H -4.177 1.301 0.518 0.439
H 3.014 -0.822 -1.079 0.253
H -0.372 -2.480 0.518 0.238
H 0.046 -0.890 -1.649 -0.187
```

=====

Run b
A single C6H13NOSi molecule, computed with the ωB97M-V functional and the def2-TZVPD basis.

**Total charge**: 0
**Orbital gap**: 11.0 eV

```
22
Properties=species:S:1:pos:R:3:mulliken_charge:R:1
Si -0.245 -0.748 0.320 0.479
O 0.133 2.083 0.912 -0.588
N -1.952 1.442 -2.085 -0.504
C -0.058 1.119 -0.452 1.092
C 1.215 1.356 -1.186 -1.338
C -2.040 -0.631 0.939 -1.048
C 0.924 -0.819 1.877 -1.198
C 0.305 -1.859 -1.082 -1.099
C -1.127 1.422 -1.260 -0.135
H -2.701 -1.535 0.975 0.358
H 2.001 -0.917 1.618 0.339
H -0.226 -2.832 -1.267 0.362
H 1.001 0.066 2.564 0.352
H 1.469 -2.131 -1.215 0.291
H 1.287 0.537 -1.961 0.294
H 1.290 2.374 -1.568 0.430
H 2.085 1.199 -0.470 0.298
H 0.611 -1.563 2.589 0.394
H 0.339 2.922 0.624 0.284
H -2.597 0.083 0.289 0.356
H 0.143 -1.385 -2.110 0.337
H -1.858 -0.183 1.948 0.246
```

=====

Computed relative energies in units of kJ/mol: run a 193.5; run b 0.0

=====

Run a
A single C23H24N4O2S2 molecule, computed with the ωB97M-V functional and the def2-TZVPD basis.

**Total charge**: 0
**Orbital gap**: 8.2 eV

```
55
Properties=species:S:1:pos:R:3:mulliken_charge:R:1
S -3.327 1.491 0.705 -0.176
S -0.399 1.996 0.658 -0.471
O -2.543 3.063 -1.708 -0.617
O 0.906 0.545 -3.141 -0.504
N -0.516 -0.675 -1.962 -0.400
N -2.002 2.696 5.336 -0.124
N -1.033 1.607 -2.493 0.013
N -2.024 2.905 2.520 0.031
C 5.143 -1.452 -4.946 -0.442
C 4.825 -0.174 -4.519 -0.527
C 0.583 -1.454 -2.249 0.055
C -3.254 2.984 3.271 -0.989
C 2.723 -0.975 -3.658 0.241
C -0.904 3.408 3.283 -1.011
C -1.892 2.056 6.628 -1.064
C 4.246 -2.490 -4.742 -0.740
C 3.623 0.067 -3.882 -0.586
C -2.089 1.947 -1.672 0.175
C -0.443 -4.827 -1.033 -0.556
C 1.890 -3.361 -1.338 -0.321
C 0.774 -5.380 -0.672 -0.419
C -2.658 0.826 -0.835 -0.328
C -0.770 2.602 4.574 -0.547
C -0.265 0.479 -2.492 0.222
C -0.498 -3.546 -1.550 -0.515
C -3.111 2.173 4.560 -0.529
C 0.670 -2.807 -1.722 0.410
C 1.462 -0.704 -2.997 0.478
C 3.042 -2.258 -4.106 -0.273
C 1.938 -4.641 -0.820 -0.704
C -1.858 2.201 1.400 0.717
H -4.025 2.266 5.150 0.502
H 0.005 3.331 2.686 0.431
H 0.044 3.013 5.174 0.474
H -1.441 -3.101 -1.829 0.436
H 0.817 -6.381 -0.269 0.385
H 2.887 -5.063 -0.524 0.400
H 5.517 0.639 -4.682 0.384
H -4.089 2.616 2.676 0.436
H -2.821 2.202 7.177 0.337
H -2.968 1.108 4.302 0.288
H 4.485 -3.485 -5.086 0.398
H 3.373 1.062 -3.544 0.400
H 6.083 -1.640 -5.442 0.393
H -1.353 -5.396 -0.909 0.388
H 2.337 -3.063 -3.964 0.584
H -1.694 0.976 6.553 0.375
H 2.795 -2.779 -1.435 0.571
H -3.426 4.034 3.527 0.326
H -1.081 2.521 7.186 0.337
H -1.913 0.057 -0.627 0.360
H -3.510 0.383 -1.353 0.423
H -0.524 1.555 4.321 0.302
H -1.097 4.457 3.525 0.343
H -0.637 2.385 -3.009 0.229
```

=====

Run b
C23H24N4O2S2 as an isolated structure, computed with the ωB97M-V functional and the def2-TZVPD basis.

**Total charge**: 0
**Orbital gap**: 7.7 eV

```
55
Properties=species:S:1:pos:R:3:mulliken_charge:R:1
S 2.909 -2.872 -1.250 -0.488
S 2.723 -0.296 -2.163 -0.375
O 2.257 -0.396 -5.574 -0.379
O -0.252 -0.664 -2.156 -0.475
N 1.513 -0.042 2.690 -0.177
N -0.712 1.519 -2.638 -0.595
N 0.639 0.208 -4.270 0.002
N 3.010 -0.914 0.184 -0.103
C -2.623 3.212 1.370 -0.548
C 2.954 -1.347 -0.915 1.022
C 2.923 0.530 0.709 -1.894
C -2.874 -1.872 1.501 -0.861
C -1.425 -0.982 -0.388 1.188
C -1.230 -3.287 0.908 -0.802
C -2.855 3.109 -1.600 -1.007
C -3.468 4.069 0.527 -0.400
C 3.227 -1.733 1.501 -1.330
C 1.864 -1.663 2.322 -0.391
C 0.444 0.168 3.465 -0.656
C -0.670 -2.264 -0.199 -0.857
C 1.516 0.717 1.574 -0.620
C -1.383 1.077 -1.593 0.780
C -0.883 -0.082 -1.294 0.171
C -3.541 4.085 -0.731 -0.673
C -0.194 0.458 -3.313 0.075
C -1.894 2.386 0.591 0.349
C -2.066 -2.928 1.724 0.176
C -2.295 -0.840 0.680 -0.255
C 1.676 -0.337 -4.665 0.200
C -1.915 2.234 -0.813 0.494
C 2.286 -1.349 -3.568 -0.728
H 0.301 -0.493 4.437 0.258
H -2.585 -3.950 2.499 0.119
H 3.301 -2.713 1.135 0.525
H -2.315 3.560 2.439 0.267
H 2.953 1.036 -0.096 0.978
H -3.001 0.057 0.607 0.125
H -0.503 -0.059 2.895 0.081
H 0.944 -1.790 1.637 0.060
H 1.716 -2.002 3.233 0.785
H 3.451 -1.672 -3.845 0.321
H -3.524 -1.497 2.274 0.362
H 1.480 1.694 1.772 0.962
H 0.348 1.276 3.651 0.342
H -2.904 3.016 -2.613 0.520
H -0.652 -4.159 0.908 0.436
H 0.049 -2.467 -0.993 0.402
H 0.785 0.370 0.790 0.185
H -4.155 4.731 -1.114 0.577
H 3.941 0.720 1.434 0.261
H 3.882 -1.253 2.111 0.516
H 0.515 1.045 -4.868 0.242
H -4.076 4.822 1.099 0.255
H -1.229 1.610 1.173 -0.024
H 1.616 -1.785 -3.179 0.599
```

=====

Computed relative energies in units of kJ/mol: run a 0.0; run b 1819.2

=====

Run a
C2H5Br2N2 as an isolated structure, computed with the ωB97M-V functional and the def2-TZVPD basis.

**Total charge**: +1
**Orbital gap**: 8.1 eV

```
11
Properties=species:S:1:pos:R:3:mulliken_charge:R:1
Br 4.240 -1.217 0.227 0.063
Br 4.851 1.686 -0.664 0.048
N 0.233 -1.048 0.701 -0.306
N -0.569 0.727 -0.594 -0.324
C 3.523 0.423 -0.266 -0.215
C 0.375 0.069 0.020 0.645
H -0.265 1.523 -1.094 0.262
H -0.620 -1.572 0.601 0.241
H 1.298 0.574 -0.180 0.084
H -1.543 0.591 -0.328 0.257
H 0.981 -1.502 1.178 0.243
```

=====

Run b
C2H5Br2N2 as an isolated structure, computed with the ωB97M-V functional and the def2-TZVPD basis.

**Total charge**: +1
**Orbital gap (alpha / beta)**: 7.6 / 7.6 eV

```
11
Properties=species:S:1:pos:R:3:mulliken_charge:R:1
Br -1.642 -1.183 -2.278 0.021
Br -3.181 0.501 0.552 -0.117
N -0.085 -0.062 -0.439 -0.174
N 1.843 0.715 0.489 -0.283
C -1.255 -0.799 -0.520 -0.317
C 0.687 0.130 0.601 0.249
H 0.217 0.433 -1.323 0.286
H 2.340 0.916 1.389 0.302
H 0.545 -0.267 1.604 0.336
H 2.040 1.283 -0.279 0.234
H -1.508 -1.667 0.204 0.462
```

=====

Computed relative energies in units of kJ/mol: run a 75.0; run b 0.0

=====

Run a
A 2-piece molecular cluster, CH3Cl3Si overall, computed with the ωB97M-V functional and the def2-TZVPD basis.

**Total charge**: 0
**Orbital gap**: 8.7 eV

```
8
Properties=species:S:1:pos:R:3:mulliken_charge:R:1
Cl -3.196 -1.045 1.091 -0.184
Cl 3.132 2.092 0.871 -0.259
Cl -1.356 1.532 1.031 -0.166
Si -1.554 -0.274 0.206 0.589
C -0.555 -1.300 -0.825 -0.764
H 0.281 -0.992 -1.499 0.253
H -1.053 -2.179 -1.025 0.269
H 4.300 2.165 0.150 0.261
```

=====

Run b
CH3Cl3Si as an isolated structure, computed with the ωB97M-V functional and the def2-TZVPD basis.

**Total charge**: 0
**Orbital gap (alpha / beta)**: 5.7 / 5.7 eV

```
8
Properties=species:S:1:pos:R:3:mulliken_charge:R:1
Cl 2.283 0.752 0.065 -0.199
Cl -3.153 1.123 -1.296 -0.256
Cl 1.731 -1.907 -0.289 -0.172
Si -1.230 0.430 -0.382 0.785
C 1.127 -0.528 0.546 -0.428
H -1.877 -0.571 0.449 0.011
H -0.212 1.388 -0.739 -0.001
H 1.331 -0.688 1.646 0.259
```

=====

Computed relative energies in units of kJ/mol: run a 0.0; run b 403.7